# C7H17B

A cluster of 2 separate species, C7H17B in total (wB97M-V/def2-TZVPD, the OMol25 dataset).

The largest force on an atom is 0.13063 Eh/bohr. The value obtained for the LUMO energy is -0.016 eV. The energy relative to the best compared isomer or geometry (same formula, charge and spin) is 0.000 eV.

Each line ends with the Mulliken charge.
Positions of all 25 atoms, in Å:
B1 0.0691 1.7018 -2.7519  0.285
C1 0.5971 -2.0613 0.6456  -1.191
C2 1.8998 0.1555 0.8142  -1.377
C3 -1.5903 -0.4789 -0.6784  -1.885
C4 -1.0363 0.4856 1.4492  -1.959
C5 -0.2222 1.5223 -0.4126  -1.779
C6 0.7383 -0.6363 0.0837  0.409
C7 -0.5085 0.1490 0.0871  2.091
H1 -0.0325 2.6131 -3.5585  -0.027
H2 0.0313 0.6044 -3.1730  -0.067
H3 0.3331 -2.0822 1.7819  0.238
H4 1.5350 -2.7041 0.4209  0.371
H5 -0.3650 -2.5596 0.1513  0.246
H6 2.8003 -0.4726 0.7124  0.403
H7 1.6318 0.1931 1.9353  0.269
H8 2.2192 1.1571 0.5785  0.343
H9 -1.2247 -0.7271 -1.7751  0.289
H10 -2.4566 0.2320 -0.8570  0.422
H11 -1.8792 -1.4331 -0.1449  0.452
H12 -1.1215 -0.3988 1.9924  0.479
H13 -2.0534 0.8645 1.2559  0.438
H14 -0.3048 1.2476 1.7400  0.516
H15 -1.1873 2.1985 -0.5426  0.350
H16 0.4806 2.2286 0.0621  0.350
H17 1.0639 -0.7058 -0.9511  0.334

=====

# C25H32BrCrN6O

A structure of composition C25H32BrCrN6O (wB97M-V/def2-TZVPD, the OMol25 dataset).

The largest force on an atom is 0.00761 Eh/bohr. The spin multiplicity is 4. As for the net charge: +2. The expectation value of S² is 3.824. The value obtained for the LUMO energy (alpha / beta) is -5.728 / -6.092 eV. The energy relative to the best compared isomer or geometry (same formula, charge and spin) is 0.000 eV.

Each line ends with the Mulliken charge.
Positions of all 66 atoms, in Å:
Cr1 0.3849 -0.4767 -0.1296  -0.796
C1 2.9635 0.5518 -1.5053  -1.359
N1 1.9458 0.9841 -0.5230  0.502
C2 2.6707 1.4293 0.6830  -0.982
C3 1.2061 2.1422 -1.1020  -0.931
C4 0.0587 1.6677 -1.9503  0.618
C5 -0.4404 2.4473 -2.9877  -0.734
C6 -1.5698 2.0365 -3.6808  -0.942
C7 -2.2025 0.8518 -3.3318  -0.813
C8 -1.6959 0.0689 -2.3025  -0.783
C9 -0.5572 0.4621 -1.6107  1.524
H1 3.6952 1.3507 -1.6506  0.456
H2 2.4870 0.3378 -2.4603  0.420
H3 3.4847 -0.3332 -1.1443  0.327
H4 3.3700 2.2292 0.4244  0.358
H5 3.2379 0.5979 1.0982  0.424
H6 1.9728 1.8078 1.4258  0.134
H7 1.8983 2.7744 -1.6678  0.589
H8 0.8271 2.7425 -0.2695  0.184
H9 0.0505 3.3744 -3.2549  0.518
H10 -1.9565 2.6396 -4.4883  0.437
H11 -3.0911 0.5366 -3.8600  0.489
H12 -2.2232 -0.8407 -2.0447  0.579
C10 0.7585 0.3931 3.8653  -0.918
N2 -0.1497 1.4428 3.4337  0.220
C11 -0.8151 2.1448 4.5269  -1.212
C12 -0.5050 1.5620 2.1407  0.164
O1 -0.3480 0.5683 1.3556  0.137
N3 -1.0344 2.7040 1.6744  0.251
C13 -1.8762 2.7128 0.4851  -0.931
C14 -0.7542 4.0199 2.2350  -1.172
H13 1.5139 0.8216 4.5247  0.449
H14 1.2486 -0.0506 3.0050  -0.002
H15 0.2228 -0.3836 4.4161  0.365
H16 -1.1181 1.4030 5.2666  0.390
H17 -1.7049 2.6518 4.1698  0.394
H18 -0.1507 2.8616 5.0096  0.364
H19 -1.9569 1.7123 0.0731  0.101
H20 -1.4484 3.3717 -0.2721  0.356
H21 -2.8680 3.0845 0.7481  0.503
H22 0.0571 3.9679 2.9522  0.365
H23 -1.6331 4.4559 2.7099  0.369
H24 -0.4504 4.6740 1.4175  0.395
Br1 2.2377 -2.2895 1.1811  -0.020
C15 2.1085 -2.7138 -0.6690  0.532
C16 2.8085 -3.7656 -1.2224  -0.852
C17 2.6590 -3.9647 -2.5882  -0.410
C18 1.8392 -3.1157 -3.3211  -1.032
C19 1.1807 -2.0896 -2.6708  -0.230
N4 1.3101 -1.8940 -1.3480  1.079
H25 3.4407 -4.3957 -0.6158  0.526
H26 3.1837 -4.7751 -3.0732  0.446
H27 1.7100 -3.2456 -4.3845  0.505
H28 0.5293 -1.3960 -3.1865  0.602
N5 -2.9779 -5.4354 -2.3134  -0.414
C20 -2.7325 -4.7390 -1.4371  -0.355
C21 -2.3855 -3.8456 -0.3733  -0.188
C22 -2.9188 -3.9678 0.9066  -0.273
C23 -2.5093 -3.0616 1.8693  -1.020
C24 -1.5974 -2.0777 1.5305  -0.440
N6 -1.0828 -1.9534 0.2976  0.565
C25 -1.4745 -2.8292 -0.6314  -0.253
H29 -3.6296 -4.7504 1.1324  0.562
H30 -2.8893 -3.1141 2.8785  0.516
H31 -1.2570 -1.3553 2.2567  0.518
H32 -1.0574 -2.7245 -1.6223  0.834

=====

# C3H4N2O2

An isolated molecule of C3H4N2O2 (wB97M-V/def2-TZVPD, the OMol25 dataset).

The largest force on an atom is 0.06511 Eh/bohr. The value obtained for the LUMO energy is 0.170 eV. The energy relative to the best compared isomer or geometry (same formula, charge and spin) is 5.835 eV.

Each line ends with the Mulliken charge.
Positions of all 11 atoms, in Å:
O1 -2.1539 -0.3912 -0.2526  -0.398
N1 -1.3929 0.7781 0.0988  -0.524
C1 -0.2165 0.3973 -0.0551  0.737
C2 1.0258 1.1379 -0.0856  -0.425
N2 2.1414 0.4999 -0.1459  -0.279
O2 1.8150 -0.8904 -0.1553  -0.226
C3 0.4329 -0.9515 0.0769  -0.279
H1 -3.1102 -0.0572 -0.1809  0.349
H2 1.1522 2.2346 -0.1830  0.394
H3 0.3408 -0.8606 1.1542  0.282
H4 -0.0345 -1.8968 -0.2716  0.367